[1]
ORCA calculation (the ωB97M-V functional and the def2-TZVPD basis) on a 17-piece molecular cluster, C4H44BFNO16 overall.

Positions of all 67 atoms, in Å:
C1 2.500361 -0.075253 0.865623
C2 2.933121 1.464486 1.110928
N1 2.137891 2.444784 0.334028
B1 0.964887 3.041142 1.117484
C3 -0.139966 1.944840 1.673912
C4 -0.757321 0.969095 0.574989
F1 -2.159577 1.333490 0.313048
H1 1.968802 -0.434732 1.798634
H2 1.830625 -0.080154 -0.050474
H3 3.424087 -0.681088 0.595478
H4 2.983881 1.691708 2.222110
H5 4.018120 1.539511 0.728251
H6 1.869691 2.088964 -0.590635
H7 1.326769 3.696722 2.038727
H8 0.368052 3.780742 0.381321
H9 -1.026810 2.556645 2.081350
H10 0.226448 1.326033 2.564302
H11 -0.761743 -0.107940 0.962782
H12 -0.142034 1.001097 -0.376566
O1 -3.387325 -0.946514 -1.836986
H13 -2.687819 -0.443131 -1.398236
H14 -3.716216 -0.344143 -2.514163
O2 -0.707504 -2.358127 1.692636
H15 -0.469110 -3.246444 1.983866
H16 -1.672302 -2.350563 1.728778
O3 0.705138 0.574499 4.534190
H17 1.337915 0.653629 5.256592
H18 0.438190 -0.351785 4.558910
O4 1.867331 5.855246 2.599270
H19 2.434712 5.889181 1.820593
H20 0.983971 6.008978 2.245110
O5 3.266086 -0.185345 5.063767
H21 3.271533 0.658218 4.592345
H22 4.115467 -0.586108 4.835258
O6 5.298084 -1.928788 6.246547
H23 5.536369 -2.816648 6.531686
H24 4.334616 -1.923807 6.292702
O7 -2.385294 0.714649 -4.086744
H25 -2.388286 -0.237688 -4.251617
H26 -1.590048 1.027862 -4.535453
O8 3.397447 -3.638981 7.339282
H27 3.791556 -3.694769 8.218439
H28 2.530156 -3.245058 7.496776
O9 -0.332132 -4.128757 -0.297589
H29 -0.359915 -3.164998 -0.365598
H30 0.589306 -4.350464 -0.477251
O10 -4.243411 -1.156188 -4.872621
H31 -4.340184 -0.550148 -5.617662
H32 -4.965436 -0.915091 -4.279527
O11 -4.334296 3.137931 -0.332737
H33 -4.074347 4.048330 -0.149950
H34 -3.500048 2.648267 -0.311061
O12 0.378653 -0.135249 -3.538030
H35 0.621536 -0.643916 -4.322651
H36 -0.334128 -0.650101 -3.139101
O13 -2.115872 -3.079327 -4.709536
H37 -3.038454 -2.800533 -4.824049
H38 -2.147789 -3.696367 -3.968284
O14 1.342530 -2.658661 -5.080203
H39 1.576342 -3.545656 -4.783680
H40 0.375491 -2.647728 -5.040109
O15 -4.772849 -1.642987 -7.461827
H41 -3.816395 -1.725723 -7.563884
H42 -5.061843 -2.536637 -7.243034
O16 -0.955408 3.545980 -1.331348
H43 -0.698088 3.040044 -2.112473
H44 -1.663190 3.023542 -0.936636

Cartesian forces (eV/Å) of the 2 atoms listed first:
0.292 0.912 0.075
1.075 -0.563 -1.594

Values from the calculation:
Net charge: -1
LUMO, eV: 1.66
Gap between HOMO and LUMO, hartree: 0.1712

[2]
ORCA calculation (the ωB97M-V functional and the def2-TZVPD basis) on C4H4Br12 as an isolated structure.

Positions of all 20 atoms, in Å:
C1 2.282990 -2.896980 1.336618
Br1 4.263140 -3.033550 1.818818
Br2 1.254450 -4.470060 1.970648
Br3 2.066550 -2.674690 -0.536032
H1 1.829290 -2.059190 1.866098
C2 0.305270 1.487650 1.019908
Br4 2.159580 0.804540 1.216518
Br5 -0.398400 1.816390 2.977308
Br6 -0.897310 0.224560 -0.021242
H2 0.339770 2.407580 0.436258
C3 -1.948200 -3.450080 -1.080262
Br7 -0.437210 -4.635800 -1.687262
Br8 -2.927870 -4.310890 0.428658
Br9 -3.214200 -2.886960 -2.502012
H3 -1.486920 -2.510310 -0.776702
C4 -0.714180 5.429670 -1.245402
Br10 0.639660 5.524730 -2.810852
Br11 -0.010160 5.012430 0.533838
Br12 -1.775490 3.892450 -1.696112
H4 -1.330760 6.328510 -1.248802

Cartesian forces (eV/Å) of the 2 atoms listed first:
0.732 -1.117 1.753
-2.057 0.239 -0.675

Values from the calculation:
Energy above the lowest of the compared OMol25 structures with the same formula, charge and spin, kJ/mol: 34.0
Net charge: +1
LUMO (spin up / spin down), eV: -4.31 / -9.43
Spin multiplicity: 2
<S²>: 0.7560
Gap between HOMO and LUMO (spin up / spin down), hartree: 0.2898 / 0.1014

[3]
ORCA calculation (the ωB97M-V functional and the def2-TZVPD basis) on C4H4Br2O as an isolated structure.

Positions of all 11 atoms, in Å:
C1 0.090485 -0.522876 1.451259
C2 -0.025725 0.029411 0.283753
C3 -1.466770 -0.409937 -1.763909
C4 -1.403743 0.011063 -0.254779
O1 -0.521245 -1.020624 -2.222828
Br1 -2.691614 -1.262821 0.333127
Br2 -2.275649 1.798815 -0.195339
H1 1.075384 -0.522544 1.948717
H2 -0.732316 -1.208689 1.918392
H3 0.662929 0.652610 -0.304114
H4 -2.491924 -0.323047 -2.207487

Cartesian forces (eV/Å) of the 2 atoms listed first:
1.148 -2.360 2.617
-1.746 0.885 -0.635

Values from the calculation:
Energy above the lowest of the compared OMol25 structures with the same formula, charge and spin, kJ/mol: 42.9
Net charge: 0
LUMO, eV: 0.18
Gap between HOMO and LUMO, hartree: 0.3810

[4]
ORCA calculation (the ωB97M-V functional and the def2-TZVPD basis) on C4H4Br4 as an isolated structure.

Positions of all 12 atoms, in Å:
C1 -0.580883 0.032215 -0.062854
C2 -1.275124 1.076802 0.329806
C3 0.867821 -0.188060 -0.150742
C4 -2.780348 1.280765 0.136041
Br1 -1.538362 -1.517120 -0.829578
Br2 -0.276036 2.668780 0.883607
Br3 -3.222900 2.624725 -1.275334
Br4 -3.430538 2.143954 1.809563
H1 1.444194 0.670365 -0.255915
H2 1.038642 -0.591417 -1.105725
H3 1.319306 -0.742704 0.819187
H4 -3.453840 0.423237 0.113458

Cartesian forces (eV/Å) of the 2 atoms listed first:
-0.650 -1.149 -0.507
-0.899 1.304 -0.699

Values from the calculation:
Energy above the lowest of the compared OMol25 structures with the same formula, charge and spin, kJ/mol: 25.4
Net charge: 0
LUMO, eV: -0.03
Gap between HOMO and LUMO, hartree: 0.3567

[5]
ORCA calculation (the ωB97M-V functional and the def2-TZVPD basis) on a 2-piece molecular cluster, C4H4BrClN2 overall.

Positions of all 12 atoms, in Å:
C1 -0.695807 -0.056456 1.244861
C2 0.520861 -0.975050 -0.990725
C3 -1.441491 -0.408203 0.115535
C4 1.183155 -0.619423 0.164754
N1 -0.769160 -0.791100 -1.009300
N2 0.639220 -0.131649 1.271940
Cl1 0.637834 2.255920 -0.906337
Br1 3.022227 -0.727171 0.232192
H1 -1.228369 0.467846 2.046320
H2 0.918495 -1.060632 -2.015012
H3 -2.470118 -0.046463 -0.005717
H4 -0.316844 2.092376 -0.148515

Cartesian forces (eV/Å) of the 2 atoms listed first:
-0.880 0.465 -0.463
-0.694 0.983 -0.875

Values from the calculation:
Energy above the lowest of the compared OMol25 structures with the same formula, charge and spin, kJ/mol: 10.5
Net charge: 0
LUMO, eV: -0.01
Gap between HOMO and LUMO, hartree: 0.3589

[6]
ORCA calculation (the ωB97M-V functional and the def2-TZVPD basis) on one molecule with the formula C4H4BrN.

Positions of all 10 atoms, in Å:
C1 -0.763430 0.482804 0.089873
C2 0.543604 -0.214798 -0.087341
C3 0.983636 -1.490569 -0.002493
C4 -1.248273 1.761704 0.077178
N1 1.392686 -2.614800 0.059672
Br1 2.016207 1.034906 -0.072894
H1 -1.542281 -0.302152 0.526240
H2 -2.336991 1.954568 0.296897
H3 -0.609196 2.586150 -0.116624
H4 1.564038 -3.197812 -0.770512

Cartesian forces (eV/Å) of the 2 atoms listed first:
-2.712 -2.129 1.729
0.684 0.652 0.527

Values from the calculation:
Energy above the lowest of the compared OMol25 structures with the same formula, charge and spin, kJ/mol: 166.2
Net charge: 0
LUMO, eV: 0.34
Gap between HOMO and LUMO, hartree: 0.3223

Number 1: calculated total energy -1562.04476 hartree. Number 2: calculated total energy -31042.53180 hartree. Number 3: calculated total energy -5378.02100 hartree. Number 4: calculated total energy -10450.82354 hartree. Number 5: calculated total energy -3298.51082 hartree. Number 6: calculated total energy -2783.49058 hartree.